[1]
Molecular formula: C36H32AlF8O19S
Method: DFT, ωB97M-V/def2-TZVPD

The geometry in XYZ format:
```
97
Properties=species:S:1:pos:R:3
C 4.54037 0.51943 2.00104
C 3.25918 0.27382 1.76548
C 1.81540 -0.15982 1.13642
C 0.98169 -1.10450 2.15645
C -0.56572 -0.68835 2.35125
Al -1.71425 -1.00276 0.64362
C -2.02079 -3.05016 0.42023
C -3.47625 -3.41310 -0.17415
O -3.50461 -4.79520 -0.70061
C -0.73927 -0.32135 -1.05425
C -1.59848 -0.50086 -2.41298
C -0.67211 -1.18091 -3.57774
F 0.47833 -0.32472 -3.88820
F -1.40211 -1.36178 -4.82544
F -0.14569 -2.45783 -3.14536
S -3.69364 0.14079 1.02646
O -4.93701 -0.73581 0.91655
O -3.68226 0.67978 2.47281
C -3.96515 1.60953 -0.10473
F -2.77542 2.11619 -0.73680
F -4.85535 1.18587 -1.18661
C -4.63633 2.89741 0.66270
F -3.69467 3.53301 1.56723
F -5.88062 2.57460 1.29112
F -4.86153 3.88742 -0.38895
H 5.68252 0.69314 1.90133
H 1.23132 0.80384 0.90332
H 1.99180 -0.77151 0.15960
H 1.12648 -2.22806 1.88897
H 1.49660 -0.97868 3.19915
H -0.73771 0.41908 2.62694
H -1.02800 -1.40132 3.14925
H -1.94558 -3.51593 1.48153
H -1.24502 -3.51808 -0.31684
H -4.32951 -3.37576 0.62107
H -3.82086 -2.68566 -1.01551
H -4.37035 -5.22439 -0.49337
H 0.28911 -0.81636 -1.19567
H -0.52841 0.81084 -0.85688
H -2.60256 -1.04500 -2.26831
H -1.86341 0.55898 -2.82545
C 0.29965 -6.45076 -0.67724
C 0.75424 -7.39791 -1.50058
C 2.08623 -8.03376 -1.29236
O 2.46369 -8.91112 -2.05387
C 2.90295 -7.56750 -0.16517
C 2.45008 -6.61809 0.65607
C 1.10667 -6.00186 0.46383
O 0.71705 -5.14985 1.24430
O 3.20092 -6.17260 1.70803
O 0.01377 -7.82371 -2.56899
H -0.66689 -5.98222 -0.81566
H 3.87501 -8.02463 -0.03567
H 2.65046 -5.48895 2.14597
H 0.55758 -8.51007 -3.00467
C -3.83199 7.21920 0.57346
C -2.55620 7.34466 0.20082
C -2.07501 8.55540 -0.52318
O -0.89803 8.64710 -0.83299
C -3.05487 9.60109 -0.84201
C -4.33070 9.47353 -0.47231
C -4.80577 8.27540 0.27567
O -5.97631 8.19998 0.61433
O -5.25321 10.43930 -0.76571
O -1.64054 6.36691 0.47007
H -4.19386 6.34651 1.10143
H -2.69658 10.46663 -1.38336
H -6.09718 10.11398 -0.39206
H -0.79505 6.69392 0.10218
C 5.30819 -2.59106 6.28423
C 4.22087 -2.52643 5.51112
C 3.92642 -3.58072 4.49973
O 2.91621 -3.50609 3.82022
C 4.88229 -4.68275 4.35587
C 5.97037 -4.74636 5.12504
C 6.25213 -3.70754 6.15597
O 7.24833 -3.80555 6.85647
O 6.87021 -5.76850 4.99766
O 3.33645 -1.49184 5.61864
H 5.53376 -1.83441 7.02408
H 4.66327 -5.43068 3.60500
H 7.56377 -5.58811 5.66380
H 2.63896 -1.67471 4.95588
C 1.29096 2.67751 -4.43201
C 2.16981 3.30395 -5.21686
C 1.86125 4.63093 -5.82168
O 2.69513 5.18627 -6.52018
C 0.54424 5.22072 -5.55116
C -0.33518 4.59118 -4.76892
C -0.01374 3.27804 -4.14308
O -0.82916 2.73640 -3.41987
O -1.56564 5.12769 -4.51113
O 3.38996 2.75268 -5.49660
H 1.50220 1.71534 -3.98466
H 0.32558 6.17563 -6.01038
H -2.01121 4.48498 -3.92199
H 3.83828 3.39702 -6.08025
```

Values from the calculation:
- LUMO energy (eV) = -0.1
- E (a.u.) = -4259.94266
- max |F| (eV/Å) = 6.76
- HOMO (eV) = -6.1
- Kohn-Sham gap (Eh) = 0.2175
- total charge = -1

The Löwdin scheme yields these atomic charges, measured in e:
1 C 0.0202
2 C -0.1034
3 C -0.1968
4 C -0.2715
5 C -0.2507
6 Al 0.3410
7 C -0.1982
8 C -0.3225
9 O -0.1596
10 C -0.2331
11 C -0.1358
12 C -0.3126
13 F 0.0026
14 F 0.0133
15 F 0.0273
16 S 0.7492
17 O -0.4123
18 O -0.4187
19 C -0.3325
20 F 0.0173
21 F 0.0039
22 C -0.2666
23 F 0.0576
24 F 0.0893
25 F 0.0335
26 H 0.0373
27 H 0.1055
28 H 0.1112
29 H 0.1073
30 H 0.0791
31 H 0.0597
32 H 0.0712
33 H 0.0690
34 H 0.0667
35 H 0.1145
36 H 0.0977
37 H 0.0764
38 H 0.0535
39 H 0.0599
40 H 0.1096
41 H 0.1049
42 C 0.0921
43 C -0.2179
44 C -0.3166
45 O 0.0948
46 C 0.0718
47 C -0.2114
48 C -0.2976
49 O 0.1191
50 O 0.0720
51 O 0.0875
52 H 0.1309
53 H 0.1329
54 H 0.0944
55 H 0.1113
56 C 0.0812
57 C -0.2145
58 C -0.3116
59 O 0.1067
60 C 0.0736
61 C -0.2202
62 C -0.3094
63 O 0.1096
64 O 0.0838
65 O 0.0983
66 H 0.1295
67 H 0.1346
68 H 0.1146
69 H 0.1162
70 C 0.0740
71 C -0.2107
72 C -0.2929
73 O 0.1166
74 C 0.0838
75 C -0.2163
76 C -0.3162
77 O 0.0967
78 O 0.0862
79 O 0.0946
80 H 0.1353
81 H 0.1217
82 H 0.1131
83 H 0.0979
84 C 0.0858
85 C -0.2154
86 C -0.3150
87 O 0.0978
88 C 0.0729
89 C -0.2146
90 C -0.2973
91 O 0.1166
92 O 0.0900
93 O 0.0877
94 H 0.1239
95 H 0.1341
96 H 0.1172
97 H 0.1123

=====

[2]
Molecular formula: C7H14O3
Method: DFT, ωB97M-V/def2-TZVPD

The geometry in XYZ format:
```
24
Properties=species:S:1:pos:R:3
C 0.63104 2.53310 0.19479
C 0.21924 1.31712 -0.17979
C -0.57015 1.14258 -1.41110
C -0.45817 1.84198 -2.53737
C -1.63853 0.03748 -1.33418
C -1.20631 -1.35006 -0.68473
C -1.21505 -1.41035 0.86442
O -0.64658 -2.28260 1.45719
H 1.17708 2.61349 1.07029
H 0.50505 3.40728 -0.42707
H 0.45973 0.48113 0.42673
H -1.29389 1.58204 -3.23683
H 0.20789 2.63582 -2.88908
H -2.60746 0.34871 -0.86776
H -2.00999 -0.19410 -2.34539
H -0.20755 -1.41996 -1.10633
H -1.77857 -2.12286 -1.12054
H -1.70611 -0.71728 1.49013
O 1.07632 0.08015 2.48364
H 2.04525 -0.06137 2.95750
H 0.50047 -0.58884 2.82065
O 2.73640 -1.38742 0.24195
H 2.93036 -0.52143 -0.08988
H 1.87620 -1.39479 0.38305
```

Values from the calculation:
- relative energy (zero: lowest compared OMol25 entry of this formula, charge and spin) (kcal/mol) = 81.5
- LUMO energy (eV) = 0.6
- E (a.u.) = -500.73329
- max |F| (eV/Å) = 6.49
- HOMO (eV) = -9.1
- Kohn-Sham gap (Eh) = 0.3566
- SMILES = C=CC(=C)CCC=O.O.O
- total charge = 0

The Löwdin scheme yields these atomic charges, measured in e:
1 C 0.0541
2 C -0.1372
3 C -0.3245
4 C 0.0484
5 C -0.1621
6 C -0.1073
7 C -0.2545
8 O 0.0485
9 H 0.0290
10 H 0.0649
11 H 0.0394
12 H 0.0730
13 H 0.0713
14 H 0.1225
15 H 0.1003
16 H 0.1130
17 H 0.0980
18 H 0.1103
19 O -0.1088
20 H 0.1577
21 H -0.0030
22 O 0.0193
23 H 0.0369
24 H -0.0890

=====

[3]
Molecular formula: C7H6N5O2S
Method: DFT, ωB97M-V/def2-TZVPD

The geometry in XYZ format:
```
21
Properties=species:S:1:pos:R:3
C 0.58301 1.53138 -0.84573
C 1.93626 1.26109 -0.71701
C 1.50382 -0.94330 0.17115
C 0.11885 -0.82892 -0.13680
C -0.32453 0.43424 -0.66928
C 2.38214 0.05344 -0.07533
C -0.89874 -1.80695 0.11545
N -1.42479 -0.98586 2.38189
N -1.75085 -1.77992 3.06759
N -1.64757 0.66255 -0.84239
N -4.19110 -0.04581 -0.21510
N 3.83551 0.02341 0.31474
O 4.50064 1.02502 0.24324
O 4.19683 -1.10108 0.57581
S -2.63539 -0.72735 -0.58436
H 0.30761 2.43977 -1.45296
H 2.66500 1.87758 -1.10733
H 1.80093 -1.88214 0.73638
H -1.94671 1.27022 -1.59300
H -4.15609 0.38785 0.68315
H -4.85481 -0.86521 -0.05011
```

Values from the calculation:
- relative energy (zero: lowest compared OMol25 entry of this formula, charge and spin) (kcal/mol) = 114.8
- LUMO energy (eV) = -6.3
- E (a.u.) = -1092.28053
- max |F| (eV/Å) = 3.10
- HOMO (eV) = -13.7
- Kohn-Sham gap (Eh) = 0.2733
- total charge = +1

The Löwdin scheme yields these atomic charges, measured in e:
1 C 0.0404
2 C 0.0739
3 C 0.0514
4 C -0.3132
5 C -0.2702
6 C -0.0899
7 C 0.0880
8 N 0.0179
9 N 0.1117
10 N -0.1642
11 N -0.1828
12 N -0.3457
13 O 0.1274
14 O 0.1104
15 S 1.0413
16 H 0.1505
17 H 0.1081
18 H 0.1704
19 H 0.1354
20 H 0.0356
21 H 0.1037

=====

[4]
Molecular formula: C4H11N2
Method: DFT, ωB97M-V/def2-TZVPD

The geometry in XYZ format:
```
17
Properties=species:S:1:pos:R:3
C -0.47775 -1.60354 -1.51840
C -1.18327 -0.68087 -0.53820
C -0.30239 0.12982 0.38181
N -0.71737 0.25750 1.66347
C 0.81386 0.67650 -0.13994
N 1.69967 1.47706 0.72978
H 0.22689 -1.07380 -2.13935
H 0.02987 -2.42374 -1.00954
H -1.19363 -2.08052 -2.18867
H -1.81499 -0.00629 -1.11543
H -1.89504 -1.24291 0.06409
H -0.50556 1.08462 2.19058
H -1.53124 -0.26041 1.94852
H 0.98196 0.80570 -1.19115
H 1.25671 2.04614 1.45719
H 2.30801 2.08389 0.18498
H 2.30425 0.81086 1.22026
```

Values from the calculation:
- relative energy (zero: lowest compared OMol25 entry of this formula, charge and spin) (kcal/mol) = 31.0
- LUMO energy (eV) = -3.7
- E (a.u.) = -268.25554
- max |F| (eV/Å) = 1.04
- HOMO (eV) = -13.2
- Kohn-Sham gap (Eh) = 0.3478
- SMILES = CC/C(N)=C/[NH3+]
- total charge = +1

The Löwdin scheme yields these atomic charges, measured in e:
1 C -0.0853
2 C -0.1832
3 C -0.3349
4 N 0.1521
5 C -0.0703
6 N 0.1877
7 H 0.0628
8 H 0.0880
9 H 0.0868
10 H 0.1302
11 H 0.1157
12 H 0.1027
13 H 0.1175
14 H 0.1199
15 H 0.1611
16 H 0.1721
17 H 0.1771

=====

> Which formula does entry 3 have?

C7H6N5O2S